No. 1
{
  "formula": "C48H47N7O19S2",
  "method": "wB97M-V/def2-TZVPD",
  "e_above_lowest_kcal_mol": 160.8,
  "homo_lumo_gap_ha": 0.3038,
  "energy_ha": -4465.64313,
  "max_force_ev_per_a": 7.65,
  "elements": ["S", "S", "O", "O", "O", "O", "O", "O", "O", "O", "O", "O", "O", "O", "O", "O", "O", "O", "O", "O", "O", "N", "N", "N", "N", "N", "N", "N", "C", "C", "C", "C", "C", "C", "C", "C", "C", "C", "C", "C", "C", "C", "C", "C", "C", "C", "C", "C", "C", "C", "C", "C", "C", "C", "C", "C", "C", "C", "C", "C", "C", "C", "C", "C", "C", "C", "C", "C", "C", "C", "C", "C", "C", "C", "C", "C", "H", "H", "H", "H", "H", "H", "H", "H", "H", "H", "H", "H", "H", "H", "H", "H", "H", "H", "H", "H", "H", "H", "H", "H", "H", "H", "H", "H", "H", "H", "H", "H", "H", "H", "H", "H", "H", "H", "H", "H", "H", "H", "H", "H", "H", "H", "H"],
  "coordinates": [[-0.91518, 4.34207, -3.70776], [2.99274, 3.92696, -2.18362], [-6.52979, -8.26297, 3.39697], [1.52153, -0.28724, 2.66390], [-1.87555, 5.49096, -3.64652], [-1.47241, 6.08364, 4.47060], [4.15241, 10.01001, -0.26645], [0.13004, -4.59099, 2.18722], [-1.31068, 3.57135, -4.94164], [-8.65741, -8.63256, 3.53552], [-2.59889, 4.53538, 3.46257], [2.11643, -0.60659, 4.72000], [3.03856, 8.44563, -1.26424], [-1.41627, -12.28846, -0.21595], [-0.46239, -0.79692, -1.06255], [-1.35528, -3.70307, 3.48694], [3.10701, 3.36322, -0.76902], [4.19597, 3.36101, -2.93333], [-1.03224, 3.16078, -2.50198], [0.73348, 4.71030, -3.51361], [-1.29224, -10.25021, 0.50354], [2.77240, 2.76374, -6.75934], [3.67069, 9.49589, -1.26327], [-0.78497, -11.30477, 0.13758], [-1.96229, 5.57960, 3.47048], [-0.88180, -4.64865, 2.87385], [2.27377, -0.11275, 3.61292], [-7.69763, -7.90531, 3.32749], [-0.75224, 0.58247, -1.36272], [1.60224, 0.50524, -5.93309], [-2.35282, 5.75410, 1.03704], [-0.88740, 8.12768, 0.94651], [2.68175, -12.62346, -0.36409], [-1.56868, -5.93849, 2.97046], [1.43436, -10.29494, 0.53494], [-3.37345, -7.27348, 3.83102], [-1.46726, 7.61687, -0.21132], [4.58688, 11.36796, -2.58894], [1.29316, -12.55705, -0.32559], [-6.89490, -5.65956, 2.68394], [5.68313, 2.32688, 3.00300], [-0.98696, -1.21664, 0.22280], [3.44512, 0.74269, 3.40711], [-1.04032, -7.05009, 2.31598], [2.39371, 3.32982, -5.50960], [1.20872, 1.15877, -4.55948], [-7.15133, -4.34269, 2.31725], [4.74268, 12.02735, -3.80355], [-2.73587, -6.04160, 3.72494], [3.44357, -11.53193, 0.04292], [1.64512, 2.64109, -4.34105], [3.28986, 9.64692, -3.69977], [3.85625, 10.18218, -2.54374], [0.55208, 1.54446, -1.17675], [5.47020, 1.73196, 4.24363], [-9.52401, -4.73633, 2.53048], [4.77290, 2.13583, 1.96766], [-8.46299, -3.88396, 2.23818], [3.44858, 10.31474, -4.90920], [-2.19580, 6.43167, -0.16766], [4.17087, 11.50342, -4.95947], [-1.56173, -2.72857, 0.01323], [-7.96224, -6.51094, 2.96539], [-2.84513, -8.38966, 3.18815], [-1.68290, -8.27917, 2.42965], [0.67704, -11.38853, 0.11897], [2.82243, -10.37156, 0.49559], [4.34720, 0.93790, 4.45186], [3.64923, 1.34137, 2.16593], [1.37139, 3.47409, -3.00594], [2.38726, 1.39878, -6.92232], [3.25186, 5.76513, -2.01797], [-9.27733, -6.05569, 2.89534], [0.30836, 2.94464, -1.92885], [-1.04156, 7.45839, 2.15641], [-1.77846, 6.27627, 2.19483], [3.17145, -13.52593, -0.71464], [0.71114, -13.41430, -0.64545], [-4.28116, -7.36548, 4.41813], [-0.16170, -1.27050, 1.00889], [0.65434, 0.57405, -3.74749], [-1.69518, -2.93795, -1.11324], [-1.09959, 0.60596, -2.46750], [3.62619, 5.97321, -0.95243], [-3.34155, -9.35121, 3.27955], [3.42133, -9.52498, 0.81432], [-8.65960, -2.85671, 1.94613], [-1.83828, -0.57597, 0.63116], [-10.54425, -4.37236, 2.46998], [2.69492, 4.42971, -5.33652], [-3.15605, -5.18039, 4.23328], [4.28799, 12.02501, -5.90460], [-0.82296, -3.52934, 0.42627], [-1.27506, -9.15461, 1.92777], [4.08008, 6.15933, -2.72183], [1.52900, 1.02478, -1.47205], [2.69793, 0.89563, -7.91259], [0.36792, 3.73497, -1.08305], [-5.86807, -6.00474, 2.74170], [-10.11283, -6.71050, 3.11748], [-2.55300, -2.90255, 0.55837], [-2.64421, 6.03756, -1.07405], [0.96278, -9.38378, 0.88677], [-6.32809, -3.67347, 2.08969], [4.19263, 0.48015, 5.42269], [-2.92282, 4.83167, 1.05747], [2.94991, 1.19850, 1.34927], [6.56366, 2.94182, 2.84217], [0.58331, 1.77599, -0.04484], [-0.13564, -6.97650, 1.72221], [5.30706, 12.95269, -3.84942], [-0.58749, 7.86847, 3.05187], [4.52750, -11.58554, 0.00616], [6.18216, 1.88528, 5.04801], [4.94160, 2.60391, 1.00338], [1.32612, -0.56457, -6.19592], [5.03470, 11.78830, -1.69507], [2.72466, 8.72170, -3.67424], [-1.35163, 8.14575, -1.15284], [-0.31802, 9.05038, 0.90613], [2.29684, 6.35554, -2.21829], [3.00632, 9.91030, -5.81364], [-1.59695, 1.04635, -0.75168]],
  "forces_ev_per_a": [[-4.74, -1.41, -4.02], [6.69, -2.29, 2.90], [-0.53, 0.18, -0.01], [0.36, 0.14, 0.43], [3.83, -2.10, 1.82], [-0.23, -0.22, -0.53], [-0.28, -0.34, -0.56], [-0.43, -0.08, 0.38], [2.69, 1.69, 3.27], [0.49, 0.40, -0.10], [0.32, 0.54, -0.05], [0.10, 0.28, -0.60], [0.27, 0.59, 0.04], [0.36, 0.60, 0.24], [-1.05, 1.75, 1.07], [0.22, -0.45, -0.39], [-2.15, 1.60, -3.10], [-3.96, 1.92, 0.52], [1.74, 1.58, -1.01], [-2.02, -0.60, 0.69], [0.29, -1.00, -0.78], [-2.50, -2.36, 3.68], [0.05, -0.05, 0.58], [-0.58, -0.27, -0.14], [-0.08, -0.35, 0.61], [0.24, 0.50, 0.08], [-0.51, -0.40, 0.18], [0.04, -0.61, 0.17], [0.52, 0.59, -1.37], [0.85, 4.30, 1.45], [-0.02, -0.06, 0.00], [-0.15, -0.23, -0.04], [-0.09, 0.24, 0.09], [-0.33, -0.69, 0.00], [-0.03, 0.07, 0.02], [0.19, 0.01, -0.11], [0.04, 0.00, 0.03], [0.05, 0.07, 0.08], [-0.04, -0.09, -0.05], [0.09, -0.03, 0.00], [-0.07, -0.05, 0.03], [-0.38, -2.18, 0.75], [0.71, 0.49, -0.13], [-0.01, -0.01, 0.03], [-0.65, -1.64, 0.64], [2.15, 1.95, -2.63], [-0.22, -0.12, 0.05], [-0.15, -0.23, -0.03], [-0.07, 0.05, 0.06], [-0.04, 0.00, 0.00], [0.80, -2.87, -2.72], [-0.04, -0.06, -0.01], [0.07, 0.38, -0.75], [-1.24, -0.39, 0.38], [-0.16, -0.02, -0.21], [0.28, -0.05, 0.00], [0.08, -0.03, 0.18], [0.00, -0.03, 0.01], [0.11, 0.11, 0.18], [0.09, 0.06, 0.13], [0.00, -0.01, 0.04], [0.56, -0.38, 0.07], [-0.13, 0.83, -0.24], [0.03, 0.08, 0.01], [0.02, 0.13, 0.31], [0.85, -0.01, -0.02], [-0.10, -0.21, -0.08], [0.02, -0.03, 0.10], [-0.08, -0.02, -0.08], [-1.40, -1.05, -2.23], [-1.10, -0.49, 1.85], [-0.11, 1.29, -0.20], [-0.10, -0.04, 0.01], [1.20, 1.27, 2.10], [0.04, 0.06, 0.07], [0.10, 0.41, -0.75], [-0.11, 0.09, 0.04], [-0.09, 0.24, 0.08], [0.10, 0.04, -0.09], [-1.04, 0.31, -1.08], [0.92, 0.96, -1.42], [0.09, 0.47, 1.79], [0.59, 0.02, 1.72], [-0.86, -0.76, -1.53], [0.03, 0.13, -0.03], [-0.12, -0.08, -0.03], [0.03, -0.12, 0.04], [1.19, -0.49, -0.87], [0.11, -0.09, 0.02], [-0.46, -1.98, -0.49], [0.24, -0.01, -0.13], [-0.01, -0.07, 0.12], [-1.22, 1.60, -0.84], [-0.19, 0.67, 0.50], [-1.46, -1.18, 0.82], [-1.52, 0.83, 0.22], [-0.50, 1.09, 1.73], [0.11, -1.12, -1.38], [-0.20, -0.14, 0.01], [0.26, -0.06, 0.00], [1.32, 0.42, -0.80], [0.06, 0.03, 0.11], [-0.09, -0.20, -0.10], [-0.07, -0.12, 0.04], [-0.15, -0.03, -0.22], [0.10, 0.13, 0.21], [0.02, -0.07, 0.21], [-0.11, -0.07, 0.02], [0.30, -0.30, -1.92], [-0.11, 0.21, 0.14], [-0.06, -0.12, 0.06], [-0.15, -0.22, -0.02], [-0.14, 0.01, 0.01], [-0.12, -0.05, -0.06], [-0.13, -0.09, 0.08], [0.45, 1.70, 0.45], [-0.15, -0.22, -0.02], [0.09, 0.14, 0.18], [-0.02, -0.08, 0.10], [-0.05, -0.12, 0.06], [1.25, -0.98, 0.38], [0.04, 0.01, 0.14], [1.03, -0.91, -0.63]]
}

=====

No. 2
{
  "formula": "C48H48Br2CrN3O2P2S2",
  "method": "wB97M-V/def2-TZVPD",
  "e_above_lowest_kcal_mol": 3.5,
  "multiplicity": 2,
  "homo_lumo_gap_ha": [0.2348, 0.2271],
  "energy_ha": -9844.19095,
  "max_force_ev_per_a": 1.42,
  "s2": 0.7662,
  "elements": ["Br", "Br", "Cr", "S", "S", "P", "P", "O", "O", "N", "N", "N", "C", "C", "C", "C", "C", "C", "C", "C", "C", "C", "C", "C", "C", "C", "C", "C", "C", "C", "C", "C", "C", "C", "C", "C", "C", "C", "C", "C", "C", "C", "C", "C", "C", "C", "C", "C", "C", "C", "C", "C", "C", "C", "C", "C", "C", "C", "C", "C", "H", "H", "H", "H", "H", "H", "H", "H", "H", "H", "H", "H", "H", "H", "H", "H", "H", "H", "H", "H", "H", "H", "H", "H", "H", "H", "H", "H", "H", "H", "H", "H", "H", "H", "H", "H", "H", "H", "H", "H", "H", "H", "H", "H", "H", "H", "H", "H"],
  "coordinates": [[-2.63023, -5.12567, -5.56712], [-1.46072, -6.17441, 2.15387], [-0.77304, -0.40806, -1.24399], [-0.40006, 1.69110, -2.38345], [-1.48641, 4.08818, -3.77614], [-1.30657, 1.08122, 0.78011], [1.97225, -0.05554, 0.39368], [1.02329, -0.89062, -2.01732], [-2.26269, 1.60292, -4.18222], [-1.32713, -1.81708, -2.60846], [-0.84589, -2.15312, -0.08537], [0.87179, 1.14464, 2.67873], [-2.46705, 4.85788, -0.36537], [-1.71702, 3.72021, -0.09960], [-2.83779, -0.09520, -1.51838], [1.11230, 2.44231, 6.71820], [-1.59028, -1.51969, -3.88136], [-2.23371, 0.60860, 3.42525], [3.23074, 1.13637, -0.23758], [3.31095, -3.84013, 1.39141], [-4.00979, -1.37767, 2.67549], [-3.19763, 2.14078, -5.12381], [5.08748, 3.02791, -1.13665], [2.44689, -0.09329, -3.81723], [-3.90669, -1.01809, 4.01346], [-2.11251, -3.77552, -4.36944], [4.28127, -4.09433, 0.43211], [-1.47235, 2.45903, -3.49310], [-2.31894, 0.25674, 2.08170], [-0.74374, -3.44675, 1.93210], [5.44501, 2.11322, -0.14805], [1.89355, 1.40083, 6.24185], [1.82719, 0.99504, 4.91634], [2.94336, -1.62029, 0.47196], [-0.57874, -2.27581, 1.21646], [0.12112, 1.91499, 1.69408], [2.05451, -2.54108, -3.43749], [2.06184, 0.41425, 2.20541], [-1.23159, -3.26138, -0.73755], [-1.86185, -4.09126, -3.04607], [-1.18044, -4.55714, 1.24851], [4.52404, 1.18076, 0.29660], [0.19341, 2.68967, 4.49474], [3.92504, -1.89287, -0.48034], [3.81071, 2.99602, -1.67037], [-4.42571, 3.77448, 0.49619], [2.88789, 2.05022, -1.22649], [-3.21741, -0.75263, 1.72221], [-1.48099, -3.06956, -2.19427], [2.65354, -2.61670, 1.40665], [-1.41090, -4.47933, -0.11139], [-3.67613, 2.63729, 0.76688], [-3.82241, 4.88774, -0.07048], [0.27030, 3.08403, 5.82338], [0.95404, 1.61399, 4.00547], [1.45469, -1.13807, -3.33001], [-3.01429, -0.02309, 4.38575], [-1.99033, -2.47481, -4.80256], [4.58770, -3.11247, -0.49961], [-2.31235, 2.59440, 0.47371], [-3.40669, -1.03369, -1.46115], [1.99318, 0.89650, -3.86128], [-2.67495, 2.58916, -5.96595], [3.52020, 3.69919, -2.44213], [-1.48727, -0.47625, -4.14897], [1.91270, -2.44702, 2.17856], [-4.16434, 1.78312, 1.21645], [2.57991, 0.88943, 6.90674], [4.82098, 0.47221, 1.06238], [1.43644, -3.26471, -2.89715], [-0.21860, -1.39220, 1.72767], [-0.67154, 3.70918, -0.38299], [-3.82469, 2.89701, -4.65878], [-4.70386, -2.15218, 2.36965], [-1.72947, -5.35098, -0.66316], [-2.19341, -2.19589, -5.82703], [6.44241, 2.12877, 0.27447], [-2.94872, 0.30231, -2.51967], [1.16775, 2.75394, 7.75302], [2.46972, 0.18742, 4.60164], [-0.46806, 3.25046, 3.85224], [2.17329, -0.50092, 2.77877], [0.62057, -1.12649, -4.03955], [3.06908, -4.58874, 2.13645], [-0.29231, 2.80909, 2.13589], [-4.40804, 5.77154, -0.29271], [2.81143, -0.35950, -4.81570], [5.34026, -3.29822, -1.25656], [2.95535, 1.01636, 2.38564], [3.30815, -0.04846, -3.14134], [-3.30013, -1.05653, 0.68831], [-5.48307, 3.78629, 0.73087], [-4.52093, -1.50794, 4.75911], [-3.29994, 0.62342, -0.84025], [2.11690, -2.84892, -4.48657], [-0.53610, -3.47175, 2.99291], [-1.55354, 1.38068, 3.74767], [1.89597, 2.02960, -1.66304], [-3.79380, 1.28972, -5.44698], [0.77445, 2.25674, 0.88650], [-1.98796, 5.71187, -0.82813], [5.80716, 3.75967, -1.48438], [4.17688, -1.13927, -1.21740], [4.79568, -5.04712, 0.41347], [-2.92057, 0.27167, 5.42486], [-1.96313, -5.10693, -2.69530], [3.06316, -2.57998, -3.02070], [-0.34207, 3.91522, 6.15260]],
  "forces_ev_per_a": [[-0.04, -0.11, -0.08], [0.00, -0.14, 0.07], [1.41, 0.11, -0.18], [-0.10, 0.27, -0.30], [0.02, -0.09, 0.06], [-0.19, 0.23, 0.14], [0.10, 0.11, 0.30], [-0.70, 0.15, 0.02], [-0.01, 0.12, 0.08], [-0.38, 0.22, -0.50], [0.00, -0.47, 0.30], [-0.01, 0.03, -0.01], [0.01, -0.01, 0.01], [0.05, 0.00, -0.02], [-0.07, -0.18, 0.25], [-0.01, -0.01, -0.07], [0.01, -0.05, -0.05], [-0.01, 0.03, 0.07], [0.04, -0.07, -0.05], [0.02, 0.07, -0.05], [0.05, 0.02, 0.03], [0.07, -0.10, 0.06], [-0.01, -0.04, 0.04], [0.20, 0.00, 0.01], [0.00, 0.01, -0.03], [0.02, -0.17, 0.14], [-0.03, 0.03, 0.00], [0.04, -0.01, -0.09], [0.11, -0.08, -0.03], [0.10, 0.19, 0.10], [-0.05, 0.03, -0.04], [0.01, -0.02, -0.05], [-0.06, 0.05, 0.07], [-0.01, 0.01, -0.06], [-0.01, 0.15, 0.00], [0.04, -0.30, 0.02], [0.03, -0.10, -0.09], [-0.26, 0.15, -0.09], [-0.11, 0.14, -0.58], [-0.01, -0.10, -0.01], [-0.05, -0.11, -0.08], [0.00, -0.04, 0.00], [0.09, -0.02, 0.06], [-0.02, 0.04, -0.06], [-0.05, -0.05, 0.01], [0.06, -0.02, 0.00], [-0.04, 0.02, 0.03], [0.02, -0.01, 0.00], [0.11, -0.25, 0.53], [0.00, 0.02, 0.06], [-0.01, -0.16, 0.00], [0.02, 0.03, 0.05], [0.02, -0.02, -0.01], [0.00, -0.03, -0.02], [0.07, 0.07, -0.08], [0.01, -0.15, 0.27], [0.02, 0.00, -0.05], [0.07, 0.28, -0.05], [-0.05, 0.00, 0.00], [0.00, -0.05, -0.06], [0.03, 0.06, 0.07], [-0.03, -0.03, 0.02], [0.03, 0.03, -0.02], [0.00, -0.02, 0.03], [-0.05, -0.01, -0.01], [0.01, 0.00, -0.02], [-0.01, -0.03, 0.01], [-0.02, 0.01, -0.02], [-0.02, -0.01, -0.01], [0.02, 0.05, -0.04], [-0.07, 0.08, -0.05], [-0.05, -0.01, 0.02], [-0.03, 0.02, 0.05], [0.02, 0.04, 0.01], [0.00, 0.03, 0.04], [0.01, -0.01, 0.04], [-0.02, 0.00, -0.01], [-0.08, -0.01, -0.12], [0.00, -0.01, -0.03], [-0.03, 0.01, 0.03], [-0.04, 0.00, 0.03], [-0.06, -0.09, 0.01], [-0.15, 0.18, -0.01], [-0.01, 0.01, -0.02], [-0.02, 0.11, 0.05], [0.02, -0.02, 0.02], [-0.02, 0.05, 0.06], [0.00, 0.01, 0.03], [0.10, 0.01, 0.06], [-0.06, 0.00, -0.06], [0.00, 0.03, -0.02], [0.02, -0.01, -0.01], [0.02, 0.01, -0.02], [-0.04, -0.02, -0.07], [0.02, -0.01, 0.05], [-0.01, 0.00, -0.03], [-0.06, -0.01, -0.02], [0.10, 0.01, 0.03], [0.00, -0.01, -0.01], [0.07, 0.07, -0.04], [-0.02, -0.05, 0.01], [-0.03, -0.03, 0.01], [-0.03, -0.05, 0.02], [0.00, 0.03, 0.00], [0.00, -0.02, -0.05], [-0.02, 0.01, -0.04], [-0.05, 0.01, 0.07], [0.02, -0.01, -0.01]]
}